Entry from OMol25: the molecule C7H11N3 at a distorted geometry (ωB97M-V/def2-TZVPD).

Each atom is followed by the atoms it is bonded to, with distances in Å.
CARTESIAN COORDINATES (ANGSTROEM)
1 H 1.17 2.56 0.00  N2 1.099
2 N 0.12 2.27 0.12  H1 1.099, C3 1.274
3 C -0.10 1.05 -0.17  N2 1.274, C4 1.606, N9 1.350
4 C -1.60 0.52 0.05  C3 1.606, C5 1.293, C6 1.474
5 C -2.55 1.33 0.38  C4 1.293, H12 1.123, H13 1.073
6 C -1.49 -0.93 -0.17  C4 1.474, C7 1.335, N8 1.405
7 C -2.50 -1.81 -0.12  C6 1.335, H14 1.127, H15 1.051
8 N -0.15 -1.26 -0.46  C6 1.405, N9 1.442, H16 1.027
9 N 0.63 -0.04 -0.49  C3 1.350, N8 1.442, C10 1.430
10 C 2.05 -0.18 -0.56  N9 1.430, C11 1.479, H17 1.183, H18 1.024
11 C 2.82 -0.02 0.69  C10 1.479, H19 1.158, H20 1.072, H21 1.094
12 H -2.27 2.41 0.53  C5 1.123
13 H -3.59 1.15 0.55  C5 1.073
14 H -2.53 -2.93 -0.22  C7 1.127
15 H -3.45 -1.53 0.21  C7 1.051
16 H -0.04 -1.90 -1.25  N8 1.027
17 H 2.52 0.55 -1.36  C10 1.183
18 H 2.08 -1.17 -0.82  C10 1.024
19 H 3.36 0.99 0.85  C11 1.158
20 H 2.04 -0.17 1.42  C11 1.072
21 H 3.48 -0.88 0.83  C11 1.094

Values from the calculation:
* frontier orbital gap: 8.5 eV
* structure (SMILES): [H]/N=c1/c(=C)c(=C)[nH]n1CC
* highest occupied orbital energy: -0.290 hartree
* energy relative to the best compared isomer or geometry (same formula, charge and spin): 57.6 kcal/mol
* lowest unoccupied orbital energy: 0.0240 hartree

Atomic partial charges in e from the natural (NBO) method, atoms 1 to 2:
1. H 0.33
2. N -0.73